(1)
{"formula": "C3H9BO", "method": "ωB97M-V/def2-TZVPD", "species": ["B", "C", "C", "C", "O", "H", "H", "H", "H", "H", "H", "H", "H", "H"], "xyz": [[0.14479, 1.12500, -0.74775], [-2.41578, -0.74272, 0.62915], [1.40614, -1.01969, 0.00924], [1.30142, 0.49798, 0.03305], [0.10798, 2.32375, -1.27443], [-2.63774, -1.54660, -0.04892], [-2.81568, 0.11303, 0.35629], [-1.94928, -0.96206, 1.58089], [2.16543, -1.32328, 0.63810], [0.41847, -1.41778, 0.41622], [1.64799, -1.44396, -0.93938], [1.17030, 0.56455, 1.15997], [2.13438, 1.05862, -0.33899], [-0.67841, 2.77315, -1.47343]], "forces_ev_per_a": [[-1.6, -1.2, 0.3], [1.2, -4.2, 1.1], [-2.3, 0.1, -0.6], [-0.5, -0.7, 1.6], [2.2, 1.0, 0.2], [0.2, -0.4, 0.0], [-1.5, 4.2, -0.8], [-0.1, 0.3, -0.2], [1.6, -0.7, 1.6], [1.3, 0.2, -0.8], [-0.3, -0.3, -0.9], [0.1, 1.3, -1.2], [1.3, 0.1, 0.2], [-1.6, 0.4, -0.6]], "mulliken_spin": [0.9185, 0.8849, 0.0653, -0.0003, 0.0481, 0.0444, 0.0398, 0.0319, 0.0043, -0.0131, -0.0098, 0.0043, -0.0009, -0.0175], "homo_energy_ev": [-6.2, -11.6], "e_above_lowest_kj_mol": 0.0, "max_force_ev_per_a": 4.56, "lumo_ev": [0.757, -0.329], "spin_multiplicity": 3, "orbital_gap_ev": [6.99, 11.23]}

***

(2)
{"formula": "C35H23CoN8O3S3Se", "method": "ωB97M-V/def2-TZVPD", "species": ["Co", "S", "C", "C", "C", "C", "N", "C", "C", "C", "S", "C", "N", "H", "H", "O", "C", "C", "O", "O", "C", "C", "C", "C", "C", "C", "C", "C", "C", "C", "C", "C", "H", "H", "H", "H", "H", "H", "H", "H", "H", "H", "H", "Se", "N", "C", "C", "C", "C", "C", "N", "C", "C", "N", "C", "C", "C", "C", "C", "N", "H", "H", "H", "H", "H", "H", "N", "C", "N", "S", "H", "H", "H", "H"], "xyz": [[-0.37308, 0.14218, -0.00922], [0.89922, 2.05668, 0.76062], [2.22168, 2.00458, 1.90872], [3.19273, 2.98491, 1.65214], [4.28274, 3.22166, 2.46973], [5.24976, 4.21708, 2.14773], [6.04607, 5.01163, 1.89888], [4.43740, 2.44213, 3.63360], [3.50631, 1.45356, 3.89770], [2.39740, 1.18854, 3.07028], [1.40938, -0.14381, 3.57774], [5.52170, 2.65571, 4.53440], [6.38519, 2.81023, 5.28051], [3.07252, 3.58256, 0.75833], [3.62669, 0.83550, 4.77623], [2.23872, -0.88148, 0.25174], [2.71780, -1.42560, -0.94703], [1.51615, -1.19116, -1.96128], [1.61070, -1.61797, -3.10492], [0.51882, -0.48707, -1.55442], [3.94683, -0.64995, -1.44232], [4.76425, -0.01428, -0.51305], [5.86530, 0.72575, -0.91787], [6.18610, 0.82212, -2.26235], [5.39605, 0.16808, -3.19538], [4.28310, -0.55530, -2.79177], [3.06109, -2.91309, -0.83185], [3.33612, -3.66747, -1.97246], [3.61655, -5.02265, -1.88261], [3.64545, -5.65520, -0.64880], [3.40533, -4.90869, 0.49438], [3.12155, -3.55116, 0.40481], [2.69641, -1.17182, 1.06601], [4.54561, -0.08933, 0.54349], [6.47111, 1.23338, -0.17749], [7.03951, 1.40779, -2.58148], [5.63702, 0.22617, -4.25026], [3.65471, -1.02022, -3.53635], [3.29883, -3.19908, -2.94257], [3.81642, -5.58277, -2.78813], [3.86354, -6.71456, -0.58102], [3.45387, -5.37924, 1.47128], [2.94354, -3.01080, 1.32417], [-7.26845, 3.31098, -0.19689], [-6.12362, 2.92598, 1.11313], [-5.08057, 2.35837, 0.55947], [-3.94551, 1.88020, 1.31756], [-3.84051, 1.99366, 2.70060], [-2.72328, 1.48089, 3.31646], [-1.73097, 0.87792, 2.54863], [-1.79216, 0.76207, 1.22997], [-2.89375, 1.26366, 0.61389], [-2.92869, 1.15043, -0.81675], [-1.84002, 0.59356, -1.38688], [-1.81016, 0.45053, -2.70108], [-2.85676, 0.86062, -3.52395], [-3.97093, 1.44120, -2.96126], [-4.02517, 1.59704, -1.57892], [-5.13029, 2.20496, -0.87586], [-6.21245, 2.64375, -1.46926], [-4.62479, 2.48363, 3.26232], [-2.59447, 1.55201, 4.38686], [-0.83548, 0.47829, 3.02283], [-0.91690, 0.00007, -3.11506], [-2.77550, 0.73083, -4.59361], [-4.80169, 1.77899, -3.56681], [-3.12926, -3.54133, 0.34253], [-1.82663, -3.72262, 0.66892], [-1.42631, -5.00020, 0.87187], [-0.74146, -2.47821, 0.83418], [-3.80233, -4.27287, 0.49763], [-3.46032, -2.59428, 0.33436], [-1.97195, -5.76494, 0.51107], [-0.42701, -5.13384, 0.92720]], "forces_ev_per_a": [[2.2, -0.2, 0.5], [-0.6, 0.0, 0.0], [0.5, 0.1, 0.3], [-0.1, -0.1, -0.1], [0.1, -0.2, 0.3], [0.2, 0.2, -0.1], [-0.1, 0.0, 0.0], [-0.4, -0.1, -0.3], [0.2, 0.2, -0.1], [-0.1, -0.1, -0.1], [-0.3, -0.2, -0.5], [0.3, 0.0, 0.2], [0.0, 0.0, 0.0], [0.0, 0.0, 0.0], [0.0, 0.0, 0.0], [0.1, -0.2, 0.8], [-0.6, 0.1, -0.2], [0.1, 0.2, 0.0], [-0.1, -0.2, 0.1], [1.0, -0.9, -0.6], [0.1, 0.1, -0.1], [0.0, -0.1, 0.1], [0.1, 0.0, 0.0], [0.0, 0.0, -0.1], [0.0, 0.0, 0.0], [0.0, 0.0, 0.0], [-0.1, -0.1, 0.0], [0.0, -0.1, 0.0], [0.0, 0.1, 0.0], [0.0, 0.0, 0.1], [0.1, -0.1, 0.1], [0.0, 0.0, -0.1], [-0.3, 0.2, -0.6], [-0.1, 0.1, 0.0], [0.0, 0.0, 0.0], [0.0, 0.0, 0.0], [0.0, 0.0, 0.0], [0.0, 0.0, 0.0], [0.0, 0.1, 0.0], [0.0, 0.0, 0.0], [0.0, 0.0, 0.0], [0.0, 0.0, -0.1], [-0.1, 0.0, 0.0], [0.0, 0.0, 0.0], [0.1, -0.1, -0.1], [-0.5, 0.2, 0.1], [0.7, -0.4, -0.3], [0.0, 0.0, 0.2], [-0.2, 0.1, -0.1], [0.4, -0.3, 0.3], [-2.1, 0.6, 0.4], [0.0, 0.2, 1.4], [-0.2, 0.0, -1.4], [-1.1, 0.5, 0.0], [0.1, 0.0, -0.4], [-0.1, 0.1, 0.1], [0.0, 0.0, -0.1], [0.8, -0.3, 0.2], [-0.5, 0.2, -0.1], [0.1, 0.0, 0.1], [0.0, 0.0, 0.0], [0.1, 0.0, 0.0], [0.2, 0.0, -0.1], [0.1, 0.0, 0.2], [0.0, 0.0, 0.0], [0.0, 0.0, 0.0], [0.0, -0.2, 0.0], [0.1, 0.3, -0.1], [0.0, -0.1, 0.0], [0.3, 0.0, 0.1], [0.0, 0.0, 0.0], [0.0, 0.0, 0.0], [0.0, 0.0, 0.0], [-0.1, 0.0, 0.0]], "mulliken_spin": [2.7124, 0.1223, -0.0076, 0.0077, 0.0011, 0.0001, -0.0008, 0.0031, -0.0005, 0.0036, 0.0051, -0.0001, 0.0012, 0.0017, -0.0002, 0.0082, 0.0208, -0.0043, 0.0122, 0.0357, 0.0000, 0.0019, -0.0003, 0.0000, 0.0001, 0.0002, -0.0025, 0.0000, 0.0001, 0.0000, -0.0007, 0.0007, 0.0023, -0.0007, 0.0000, 0.0000, 0.0000, -0.0002, -0.0002, 0.0000, 0.0000, 0.0000, 0.0013, 0.0004, 0.0002, -0.0002, 0.0022, -0.0009, 0.0019, -0.0133, -0.0142, 0.0076, 0.0065, 0.0507, -0.0082, 0.0024, -0.0028, 0.0047, -0.0001, 0.0003, -0.0001, 0.0003, 0.0064, 0.0005, -0.0001, -0.0002, 0.0002, 0.0056, 0.0011, 0.0245, -0.0001, 0.0005, 0.0002, 0.0001], "homo_energy_ev": [-3.7, -3.7], "e_above_lowest_kj_mol": 179.0, "max_force_ev_per_a": 2.23, "total_charge": -1, "lumo_ev": [0.475, 0.475], "spin_multiplicity": 4, "orbital_gap_ev": [4.15, 4.17]}

***

(3)
{"formula": "C5H12N2O2", "method": "ωB97M-V/def2-TZVPD", "species": ["C", "C", "C", "O", "C", "H", "H", "H", "H", "H", "H", "H", "H", "N", "C", "N", "O", "H", "H", "H", "H"], "xyz": [[0.91204, 0.53954, 1.32801], [-0.12053, 0.33055, 0.47763], [-1.36173, 1.17675, 0.56399], [-0.62922, -1.18437, 0.42207], [-0.78861, -2.16161, 1.41271], [1.74757, -0.13643, 1.39767], [1.02062, 1.49027, 1.82814], [-1.10969, 2.23156, 0.46569], [-2.04554, 0.90718, -0.23965], [-1.86671, 1.04356, 1.51945], [-0.39671, -3.07672, 0.95285], [-0.28802, -2.00690, 2.37309], [-1.85917, -2.25106, 1.61441], [1.90887, -0.01415, -1.43587], [0.50541, 0.09270, -1.57949], [0.17175, 1.34196, -2.15124], [-0.13846, -0.92897, -2.04546], [2.20495, -0.32120, -0.51776], [2.30340, -0.61454, -2.14721], [0.58022, 2.13926, -1.68561], [-0.75046, 1.40262, -2.55342]], "forces_ev_per_a": [[-0.1, 0.2, -1.5], [-2.2, -3.9, 5.0], [0.1, 0.2, -0.9], [1.1, 3.2, -1.8], [0.3, 0.3, 0.4], [-0.2, -0.4, 0.5], [0.2, 0.3, -0.3], [0.0, 0.1, -0.1], [0.0, 0.0, 0.0], [0.1, -0.2, 0.0], [-0.2, 0.0, 0.3], [0.2, 0.2, -0.1], [0.0, -0.2, 0.1], [1.2, 0.5, 1.6], [-1.5, -3.1, -6.6], [0.1, -0.6, 1.3], [1.5, 3.4, 2.3], [0.0, -0.1, -0.3], [-0.4, -0.2, 0.0], [-0.2, 0.1, -0.3], [-0.1, 0.2, 0.3]], "mulliken_charge": [-0.8909, 0.7638, -1.5120, -0.2403, -0.7802, 0.3642, 0.2337, 0.3929, 0.3451, 0.3823, 0.2630, 0.3121, 0.2426, -0.5673, 0.8830, -0.5112, -0.6140, 0.1977, 0.2765, 0.2142, 0.2449], "homo_energy_ev": -9.1, "e_above_lowest_kj_mol": 509.2, "max_force_ev_per_a": 7.45, "lumo_ev": -0.709, "smiles": "C=C(C)OC.NC(N)=O", "orbital_gap_ev": 8.36}